DFT (ωB97M-V with the def2-TZVPD basis set) results for 2 unconnected molecules or ions with the total composition C2H8NS2 in a non-equilibrium geometry.

CARTESIAN COORDINATES (ANGSTROEM)
C -1.871 -1.398 -0.236
C 1.034 1.294 0.039
N 1.171 -0.154 0.196
S 1.969 2.088 1.141
S 0.063 1.925 -1.080
H -2.256 -2.300 -0.795
H -1.462 -0.749 -0.980
H -1.028 -1.825 0.258
H 1.702 -0.462 0.955
H 1.611 -0.522 -0.586
H 0.156 -0.485 0.100
H 1.648 3.358 0.826
H -2.736 -0.769 0.163

LUMO: -5.1856 eV
Largest force on an atom: 3.555 eV Å⁻¹
Frontier orbital gap: 8.842 eV
Relative energy (zero: lowest compared OMol25 entry of this formula, charge and spin): 42.3 kcal/mol
Total energy: -25355.704 eV
E_HOMO: -14.0 eV
Spin multiplicity: 1
Total charge: +1

DFT (ωB97M-V with the def2-TZVPD basis set) results for a molecular structure, C42H124CrO40 in a non-equilibrium geometry.

CARTESIAN COORDINATES (ANGSTROEM)
Cr -2.454 -23.293 -5.098
C 1.779 -25.310 -5.055
C 0.836 -24.230 -5.583
O -0.343 -24.027 -4.820
H 1.342 -26.297 -5.207
H 2.039 -25.201 -4.002
H 2.645 -25.219 -5.711
H 0.572 -24.497 -6.606
H 1.402 -23.303 -5.492
C -5.577 -20.133 -5.150
C -5.308 -21.491 -4.422
O -4.488 -22.480 -5.009
H -6.227 -20.311 -6.007
H -4.664 -19.706 -5.563
H -6.036 -19.356 -4.539
H -6.290 -21.935 -4.260
H -4.909 -21.362 -3.415
C -9.345 -20.712 -2.219
C -8.051 -19.849 -2.122
O -7.903 -19.173 -0.949
O -10.455 -19.862 -2.449
H -9.617 -21.237 -1.303
H -9.382 -21.387 -3.073
H -7.929 -19.188 -2.980
H -7.196 -20.525 -2.161
H -8.013 -18.262 -1.231
H -10.531 -19.336 -1.649
C -9.060 -19.376 -11.704
C -8.456 -20.690 -11.240
O -8.170 -20.576 -9.874
O -10.411 -19.287 -11.296
H -9.116 -19.342 -12.793
H -8.586 -18.484 -11.295
H -7.627 -20.906 -11.915
H -9.193 -21.446 -11.509
H -8.924 -20.154 -9.456
H -10.486 -19.358 -10.342
C -8.593 -16.629 -3.640
C -7.566 -16.346 -4.679
O -6.815 -15.206 -4.415
O -7.919 -16.874 -2.385
H -9.190 -17.527 -3.797
H -9.243 -15.771 -3.469
H -8.120 -16.137 -5.594
H -7.039 -17.290 -4.821
H -6.729 -14.712 -5.234
H -7.126 -16.334 -2.427
C -5.331 -23.938 -10.408
C -4.024 -23.198 -10.055
O -3.049 -24.115 -9.609
O -5.176 -24.463 -11.733
H -6.080 -23.147 -10.425
H -5.566 -24.626 -9.595
H -4.058 -22.383 -9.333
H -3.627 -22.722 -10.952
H -2.743 -24.713 -10.295
H -4.705 -25.296 -11.656
C -8.748 -19.015 -6.666
C -10.207 -19.120 -7.221
O -10.353 -19.641 -8.548
O -8.070 -18.087 -7.428
H -8.271 -19.994 -6.717
H -8.727 -18.900 -5.582
H -10.637 -18.119 -7.194
H -10.897 -19.547 -6.493
H -11.169 -20.147 -8.537
H -7.385 -18.460 -7.987
C -0.409 -22.349 -1.635
C -1.928 -22.245 -2.033
O -2.448 -23.375 -2.685
O 0.437 -22.137 -2.792
H -0.281 -23.341 -1.202
H -0.157 -21.631 -0.855
H -2.079 -21.309 -2.570
H -2.520 -22.216 -1.119
H -3.230 -23.580 -2.167
H 0.144 -22.752 -3.468
C -13.309 -22.967 -4.739
C -12.236 -22.136 -4.062
O -12.399 -20.762 -4.311
O -12.950 -23.382 -6.124
H -14.232 -22.388 -4.707
H -13.507 -23.913 -4.234
H -11.218 -22.478 -4.248
H -12.299 -22.224 -2.978
H -11.855 -20.329 -3.649
H -12.797 -22.588 -6.641
C -6.860 -25.698 -4.288
C -6.141 -26.875 -3.587
O -4.755 -26.740 -3.507
O -6.725 -25.805 -5.693
H -6.425 -24.777 -3.899
H -7.917 -25.684 -4.020
H -6.355 -27.828 -4.070
H -6.622 -27.077 -2.630
H -4.232 -27.532 -3.651
H -6.980 -24.930 -5.992
C -3.834 -26.532 -7.298
C -2.721 -26.232 -6.295
O -3.124 -25.313 -5.231
O -4.872 -27.421 -6.860
H -3.400 -26.929 -8.215
H -4.317 -25.617 -7.640
H -1.869 -25.698 -6.717
H -2.326 -27.163 -5.889
H -3.701 -25.843 -4.677
H -5.384 -26.790 -6.349
C -2.023 -21.517 -7.593
C -0.952 -21.069 -6.587
O -1.410 -21.232 -5.246
O -2.418 -22.845 -7.331
H -1.704 -21.394 -8.627
H -2.882 -20.852 -7.501
H -0.640 -20.045 -6.795
H -0.047 -21.673 -6.651
H -0.788 -20.733 -4.712
H -2.652 -23.244 -8.171
C -2.569 -17.263 -6.022
C -3.462 -16.089 -5.561
O -3.126 -15.735 -4.245
O -2.850 -17.600 -7.364
H -2.575 -18.162 -5.404
H -1.552 -16.870 -6.017
H -4.520 -16.346 -5.512
H -3.425 -15.272 -6.281
H -2.707 -16.445 -3.752
H -2.060 -17.836 -7.856
C -4.105 -18.581 -10.451
C -5.320 -19.046 -9.656
O -5.452 -18.334 -8.344
O -3.741 -19.545 -11.470
H -3.292 -18.354 -9.761
H -4.312 -17.656 -10.988
H -5.288 -20.119 -9.464
H -6.202 -18.857 -10.268
H -4.599 -18.253 -7.912
H -2.817 -19.429 -11.703
C -10.099 -23.996 -0.482
C -10.777 -25.356 -0.051
O -9.685 -25.959 0.710
O -9.202 -24.196 -1.533
H -9.500 -23.524 0.298
H -10.894 -23.288 -0.714
H -10.973 -25.910 -0.969
H -11.567 -25.172 0.677
H -8.874 -25.886 0.203
H -9.677 -24.482 -2.316
C -10.631 -15.985 -8.924
C -10.976 -14.680 -9.722
O -10.330 -13.489 -9.285
O -9.275 -16.296 -9.123
H -11.261 -16.772 -9.338
H -10.800 -15.731 -7.878
H -12.020 -14.426 -9.536
H -10.787 -14.834 -10.785
H -9.665 -13.717 -8.632
H -8.952 -16.986 -8.537
C -6.430 -15.009 -7.967
C -5.962 -14.218 -9.178
O -6.946 -13.375 -9.764
O -6.640 -14.118 -6.899
H -5.758 -15.858 -7.840
H -7.456 -15.348 -8.113
H -5.621 -14.941 -9.919
H -5.084 -13.642 -8.887
H -7.491 -13.962 -10.294
H -7.442 -13.655 -7.153
C -2.852 -18.061 -1.574
C -4.407 -17.835 -1.670
O -4.703 -16.414 -1.906
O -2.189 -17.677 -2.750
H -2.561 -19.073 -1.290
H -2.492 -17.368 -0.814
H -4.938 -18.127 -0.764
H -4.814 -18.535 -2.400
H -4.536 -16.248 -2.836
H -1.426 -18.258 -2.802
C -6.429 -24.424 -0.023
C -5.658 -23.668 -1.093
O -4.531 -24.425 -1.454
O -6.780 -25.802 -0.313
H -7.268 -23.892 0.424
H -5.664 -24.520 0.747
H -5.481 -22.644 -0.761
H -6.260 -23.551 -1.994
H -4.869 -25.228 -1.857
H -6.813 -26.127 0.589
C -10.575 -27.216 -4.748
C -11.228 -26.123 -3.859
O -10.429 -24.938 -3.727
O -10.486 -26.781 -6.168
H -11.208 -28.098 -4.647
H -9.552 -27.345 -4.395
H -11.188 -26.643 -2.902
H -12.272 -25.829 -3.968
H -10.166 -24.603 -4.587
H -11.394 -26.523 -6.344
C -7.485 -22.716 -7.376
C -8.667 -22.669 -6.368
O -9.367 -23.898 -6.093
O -6.400 -23.500 -6.818
H -7.064 -21.745 -7.636
H -7.870 -23.210 -8.268
H -9.399 -22.054 -6.892
H -8.398 -22.201 -5.421
H -9.332 -24.527 -6.818
H -5.818 -22.953 -6.284

LUMO (alpha / beta): -0.2462 / -0.2495 eV
Largest force on an atom: 4.287 eV Å⁻¹
Frontier orbital gap (alpha / beta): 7.307 / 7.598 eV
Total energy: -155876.204 eV
E_HOMO (alpha / beta): -7.6 / -7.8 eV
Spin multiplicity: 5
Total charge: 0

DFT (ωB97M-V with the def2-TZVPD basis set) results for a molecular structure, C15H23N6O2PdS2 in a non-equilibrium geometry.

CARTESIAN COORDINATES (ANGSTROEM)
Pd -0.876 0.430 -0.607
C 0.301 1.602 -3.022
C -1.147 2.013 -3.229
N -1.961 1.785 -2.000
C -3.250 1.096 -2.252
C -3.022 -0.343 -2.685
N -2.037 -1.025 -1.804
C -0.993 -1.799 -2.519
C -0.062 -0.869 -3.279
N 0.389 0.252 -2.416
H 0.791 2.290 -2.331
H 0.837 1.652 -3.973
H -1.597 1.455 -4.048
H -1.185 3.063 -3.519
H -2.148 2.678 -1.557
H -3.842 1.623 -3.003
H -3.815 1.110 -1.319
H -2.656 -0.386 -3.709
H -3.971 -0.878 -2.678
H -2.515 -1.644 -1.158
H -1.440 -2.525 -3.202
H -0.436 -2.352 -1.762
H -0.548 -0.456 -4.162
H 0.792 -1.440 -3.644
H 1.344 0.098 -2.112
N 5.545 -2.079 4.343
C 4.475 -1.653 3.702
C 3.168 -2.057 4.138
C 2.069 -1.596 3.478
C 2.244 -0.734 2.378
C 3.503 -0.330 1.921
C 4.621 -0.780 2.572
S 0.821 -0.145 1.501
O 1.238 0.931 0.623
O 0.168 -1.247 0.818
N -0.073 0.395 2.722
C -1.256 0.894 2.526
S -2.124 1.511 3.925
C -3.405 1.926 2.940
C -3.140 1.593 1.600
N -1.967 1.024 1.356
H 5.477 -2.695 5.146
H 6.481 -1.808 4.059
H 3.069 -2.721 4.988
H 1.078 -1.887 3.800
H 3.591 0.344 1.080
H 5.610 -0.480 2.251
H -4.304 2.392 3.318
H -3.846 1.772 0.802

LUMO (alpha / beta): -8.3845 / -11.8103 eV
Largest force on an atom: 1.100 eV Å⁻¹
Frontier orbital gap (alpha / beta): 9.025 / 7.332 eV
Relative energy (zero: lowest compared OMol25 entry of this formula, charge and spin): 0.0 kcal/mol
Total energy: -54086.267 eV
E_HOMO (alpha / beta): -17.4 / -19.1 eV
Spin multiplicity: 5
Total charge: +3

DFT (ωB97M-V with the def2-TZVPD basis set) results for 2 unconnected molecules or ions with the total composition C3H9NO3P in a non-equilibrium geometry.

CARTESIAN COORDINATES (ANGSTROEM)
C 0.890 0.779 1.147
C 0.534 -0.998 -1.479
C 0.157 -0.555 1.092
N -0.162 0.037 -2.016
O -1.985 -1.836 0.168
O -2.009 -1.308 2.694
O -2.412 0.571 0.892
P -1.667 -0.669 1.408
H 0.981 1.295 2.119
H 0.246 1.488 0.573
H 1.949 0.781 0.601
H 0.095 -2.005 -1.549
H 1.556 -1.040 -1.528
H 0.734 -1.487 1.193
H -1.138 -0.004 -1.906
H -1.533 -2.602 0.505
H 0.399 0.851 -1.626

LUMO (alpha / beta): 3.7893 / 3.8403 eV
Largest force on an atom: 4.120 eV Å⁻¹
Frontier orbital gap (alpha / beta): 7.505 / 7.080 eV
Relative energy (zero: lowest compared OMol25 entry of this formula, charge and spin): 81.1 kcal/mol
Total energy: -20178.939 eV
E_HOMO (alpha / beta): -3.7 / -3.2 eV
Spin multiplicity: 1
Total charge: -1

DFT (ωB97M-V with the def2-TZVPD basis set) results for a molecular structure, C23H30BrO5Tc in a non-equilibrium geometry.

CARTESIAN COORDINATES (ANGSTROEM)
C -0.145 -0.174 -6.311
C -0.675 -1.210 -5.291
C -0.312 1.227 -5.677
C -1.414 1.047 -4.620
H -0.559 1.963 -6.450
H 0.632 1.502 -5.177
C -1.106 -0.407 -4.058
H 0.114 -1.932 -5.058
H -1.537 -1.757 -5.691
C 0.059 -0.416 -3.039
H -2.020 -0.814 -3.583
H -2.387 0.954 -5.137
C -1.575 2.127 -3.647
C 1.317 -0.348 -6.675
C -0.741 -0.258 -7.717
O -1.444 0.634 -8.150
O 2.118 -1.076 -6.106
O 1.634 0.394 -7.753
O -0.414 -1.292 -8.531
C 0.040 -2.604 -8.087
H -0.118 -2.813 -7.020
H 1.102 -2.731 -8.341
H -0.561 -3.292 -8.687
C 2.995 0.253 -8.175
H 3.666 0.720 -7.440
H 3.050 0.769 -9.133
H 3.260 -0.808 -8.288
O -0.388 0.232 -1.889
H 0.964 0.085 -3.449
H 0.357 -1.462 -2.783
C -2.896 2.364 -3.058
C -0.467 3.029 -3.322
H -0.088 3.561 -4.208
H 0.371 2.472 -2.872
H -0.797 3.765 -2.579
H -2.791 2.551 -1.978
H -3.559 1.504 -3.211
H -3.370 3.255 -3.505
Tc -0.168 -0.188 0.045
C -1.564 -0.740 1.586
C -2.255 -0.810 0.318
C -1.602 -1.811 -0.490
H -3.118 -0.224 0.030
C -0.500 -2.336 0.266
C -0.507 -1.705 1.560
H 0.139 -1.939 2.398
H -1.813 -0.085 2.410
H -1.927 -2.165 -1.465
H 0.164 -3.130 -0.070
C 2.007 1.554 0.536
C 1.533 0.427 1.316
C 1.816 -0.766 0.522
H 1.312 0.441 2.382
C 2.222 -0.325 -0.794
C 2.380 1.096 -0.740
H 2.813 1.705 -1.536
H 2.121 2.567 0.907
H 1.954 -1.770 0.902
H 2.527 -0.990 -1.601
Br -1.072 2.264 0.328

LUMO (alpha / beta): 2.4748 / 2.4712 eV
Largest force on an atom: 2.139 eV Å⁻¹
Frontier orbital gap (alpha / beta): 4.842 / 6.042 eV
Total energy: -106814.609 eV
E_HOMO (alpha / beta): -2.4 / -3.6 eV
Spin multiplicity: 4
Total charge: -1

DFT (ωB97M-V with the def2-TZVPD basis set) results for 2 unconnected molecules or ions with the total composition CH4O2P2 in a non-equilibrium geometry.

CARTESIAN COORDINATES (ANGSTROEM)
C -0.152 0.338 -0.538
O 2.180 -0.676 3.586
O 1.602 0.202 1.332
P 1.462 0.385 2.976
P 1.601 0.602 -0.241
H -0.236 -0.758 -0.642
H -0.769 0.575 0.352
H -0.743 0.750 -1.453
H 1.283 2.908 -0.042

LUMO (alpha / beta): -0.7732 / -0.7732 eV
Largest force on an atom: 3.609 eV Å⁻¹
Frontier orbital gap (alpha / beta): 8.021 / 8.016 eV
Relative energy (zero: lowest compared OMol25 entry of this formula, charge and spin): 62.9 kcal/mol
Total energy: -23772.431 eV
E_HOMO (alpha / beta): -8.8 / -8.8 eV
Spin multiplicity: 1
Total charge: 0